1.
{"formula": "C5H13O2", "method": "ωB97M-V with the def2-TZVPD basis set", "symbols": ["C", "O", "C", "H", "H", "H", "H", "H", "C", "O", "C", "C", "H", "H", "H", "H", "H", "H", "H", "H"], "coordinates": [[-1.70102, 0.28061, -1.72395], [-1.44719, -0.20384, -0.39613], [-0.72260, 1.42114, -2.08012], [-2.81089, 0.65942, -1.77001], [-1.55241, -0.62027, -2.44177], [-0.93312, 2.31668, -1.49080], [-0.85992, 1.71365, -3.12962], [0.29837, 1.01027, -2.03678], [1.61964, -1.10532, 0.40238], [0.83497, -1.07328, -0.73646], [0.80808, -1.03678, 1.77989], [0.31382, 0.34785, 2.09952], [2.27860, -2.00487, 0.46642], [2.36344, -0.20180, 0.46618], [-0.43900, -0.55935, -0.47646], [-0.05888, -1.76726, 1.74636], [1.50278, -1.37758, 2.69175], [-0.31886, 0.79352, 1.29234], [-0.31320, 0.35009, 3.01412], [1.13739, 1.05714, 2.32316]], "forces_ev_per_a": [[-1.000, -0.550, -0.159], [1.584, -0.048, -0.990], [-0.669, -0.698, -0.860], [2.041, -0.847, 0.011], [-0.465, 1.563, 0.751], [0.480, -0.262, 0.253], [-0.088, -0.058, 0.086], [-0.184, 0.553, 0.410], [-0.041, 0.752, 2.393], [2.354, -0.447, 0.683], [0.892, -1.449, 0.624], [-0.721, 1.405, 0.288], [-0.302, 0.410, -0.773], [-1.073, -1.273, -0.760], [-3.199, 0.769, 0.417], [1.028, 0.750, -0.074], [-1.241, 0.470, -2.179], [0.553, -0.485, 0.597], [0.276, -0.132, -0.464], [-0.223, -0.424, -0.254]], "s2": 0.755, "total_energy_ha": -348.6495, "e_lumo_ev": [0.893, -2.845], "homo_lumo_gap_ev": [10.224, 6.399], "spin_multiplicity": 2}

***

2.
{"formula": "C2H3BrSi", "method": "ωB97M-V with the def2-TZVPD basis set", "symbols": ["Si", "C", "C", "Br", "H", "H", "H"], "coordinates": [[0.04660, -0.69107, 0.94976], [-0.02954, 0.51990, -0.45236], [-0.31487, 1.37876, -1.35628], [-0.34389, 2.43113, -2.82509], [-0.98750, -1.18245, 2.01551], [1.35829, -0.44150, 1.41282], [0.27090, -2.01478, 0.25564]], "forces_ev_per_a": [[-0.389, -2.022, -0.965], [-2.470, 3.822, -3.270], [1.681, -3.812, 3.571], [-0.111, -0.166, 0.408], [0.565, 1.331, -0.910], [0.959, 0.415, 1.116], [-0.236, 0.432, 0.048]], "smiles": "[SiH3]C#CBr", "total_energy_ha": -2941.3941, "e_lumo_ev": 0.425, "homo_lumo_gap_ev": 10.144, "spin_multiplicity": 1}

***

The following energy relative to the best compared isomer or geometry (same formula, charge and spin) values (in kcal per mole) correspond, in order, to the records above: 38.93, 42.79.